A structure of composition C3H3HgO at a distorted geometry. Source: OMol25; level of theory: wB97M-V/def2-TZVPD.

Each line ends with the natural charge from an NBO analysis.
Atoms and positions in Å:
C  1.02312  0.00028  -0.28295  -0.47
C  0.22811  -0.33495  1.01520  -0.57
C  -0.32056  -0.45267  -0.36608  -0.15
H  -0.16987  0.43670  1.69436  0.18
H  0.53703  -1.22743  1.58550  0.17
H  -0.67133  -1.40280  -0.80124  0.19
O  -1.28344  1.02228  -1.28554  -0.90
Hg  0.65696  1.95860  -1.55926  0.55

Cartesian forces (eV/Å) of the 2 atoms listed first:
C -1.191 -0.298 0.346
C -0.183 0.804 0.226

Calculated values
Energy above the lowest of the compared OMol25 structures with the same formula, charge and spin, kcal per mole: 4.31
Calculated total energy, hartree: -344.5356
Kohn-Sham gap (spin up / spin down), Eh: 0.2452 / 0.2323
⟨S²⟩: 2.069
LUMO energy (spin up / spin down), eV: 4.248 / 3.105
HOMO level (spin up / spin down), eV: -2.4249 / -3.2160
Net charge: -1
Multiplicity: 3

The molecule C10H8O2 at a distorted geometry. Source: OMol25; level of theory: wB97M-V/def2-TZVPD.

Each line ends with the natural charge from an NBO analysis.
Atoms and positions in Å:
C  3.65620  0.74719  0.11660  -0.72
C  2.74385  -0.50314  -0.04296  0.54
O  3.24846  -1.58541  -0.07291  -0.51
C  1.26003  -0.31571  -0.14237  0.17
C  0.53278  0.81829  -0.13930  -0.23
C  -0.80037  0.42268  -0.00189  -0.15
C  -2.06702  1.08242  -0.03597  -0.15
C  -3.25528  0.46093  0.03673  -0.26
C  -3.19059  -0.97866  0.05545  -0.18
C  -2.01473  -1.69558  0.04911  -0.27
C  -0.81654  -0.99782  0.03772  0.31
O  0.45541  -1.44921  -0.12612  -0.39
H  4.75756  0.55771  0.01057  0.25
H  3.27225  1.64362  -0.49643  0.22
H  3.60302  1.02859  1.18944  0.24
H  0.97490  1.83942  -0.08524  0.24
H  -2.06551  2.20083  -0.21723  0.21
H  -4.14487  1.06444  -0.26142  0.23
H  -4.17224  -1.55453  -0.04082  0.22
H  -1.97732  -2.78606  0.16704  0.24

Cartesian forces (eV/Å) of the 2 atoms listed first:
C -0.674 1.038 0.287
C 0.595 1.180 -0.499

Calculated values
Structure (SMILES): CC(=O)c1cc2ccccc2o1
Energy above the lowest of the compared OMol25 structures with the same formula, charge and spin, kcal per mole: 32.75
Calculated total energy, hartree: -536.3056
Kohn-Sham gap, Eh: 0.3231
LUMO energy, eV: 0.017
HOMO level, eV: -8.7742

The ion C26H24NO2 with charge +1 at a distorted geometry. Source: OMol25; level of theory: wB97M-V/def2-TZVPD.

Each line ends with the natural charge from an NBO analysis.
Atoms and positions in Å:
C  7.48719  -2.78872  -0.26450  -0.64
C  6.17175  -2.08857  -0.30217  0.01
C  6.14805  -0.69077  -0.35425  -0.21
C  4.94306  -0.00569  -0.37051  -0.19
C  3.72050  -0.70680  -0.35763  -0.04
C  2.46674  0.02064  -0.39388  -0.18
C  1.25735  -0.54164  -0.23214  -0.20
C  -0.05868  0.28800  -0.23101  -0.23
C  -1.20584  -0.68898  -0.64266  -0.06
C  -2.11890  -0.33842  -1.64549  -0.19
C  -3.23135  -1.14323  -1.88374  -0.20
C  -3.46265  -2.28760  -1.11573  0.00
C  -4.68914  -3.10155  -1.36381  -0.64
C  -2.53280  -2.65302  -0.14025  -0.22
C  -1.40293  -1.87155  0.08441  -0.17
C  -0.40681  1.17445  0.96947  -0.33
C  0.69651  2.13191  1.40523  0.30
N  0.29232  3.41055  1.47028  -0.43
C  -1.11650  3.48193  1.21911  0.18
C  -1.97993  4.55336  1.29280  -0.24
C  -3.35768  4.30464  1.12738  -0.13
C  -3.83142  3.01346  0.95582  -0.14
C  -5.29835  2.82230  0.80686  0.77
O  -6.11481  3.69664  0.75309  -0.55
O  -5.65543  1.48846  0.73364  -0.69
C  -2.92150  1.91549  0.92029  -0.13
C  -1.57252  2.16893  0.99163  -0.05
C  3.75055  -2.11863  -0.32266  -0.20
C  4.96501  -2.79600  -0.30648  -0.19
H  7.35648  -3.87218  -0.25197  0.22
H  8.08129  -2.53255  -1.14688  0.23
H  8.08975  -2.51316  0.60918  0.23
H  7.08703  -0.14261  -0.37629  0.22
H  4.92239  1.08355  -0.43616  0.20
H  2.51336  1.09257  -0.58353  0.19
H  1.18795  -1.62627  -0.08655  0.22
H  0.02326  1.14964  -0.88478  0.21
H  -1.91825  0.55649  -2.23521  0.22
H  -3.92310  -0.85858  -2.67453  0.22
H  -4.76296  -3.91279  -0.64062  0.22
H  -5.58716  -2.48851  -1.25982  0.23
H  -4.72320  -3.54306  -2.36251  0.23
H  -2.71223  -3.55135  0.44603  0.22
H  -0.67612  -2.19178  0.82288  0.21
H  -0.61921  0.30990  1.61710  0.31
H  1.68164  1.78531  1.56079  0.25
H  0.88823  4.14964  1.68643  0.44
H  -1.67035  5.59521  1.45133  0.25
H  -4.11025  5.10520  1.13192  0.27
H  -6.63969  1.46249  0.66135  0.51
H  -3.25402  0.87974  0.81135  0.26
H  2.82949  -2.70225  -0.36920  0.21
H  4.99384  -3.88422  -0.29337  0.22

Cartesian forces (eV/Å) of the 2 atoms listed first:
C 0.443 -0.368 -0.086
C -0.169 0.364 0.038

Calculated values
Structure (SMILES): Cc1ccc(/C=C/[C@@H](c2ccc(C)cc2)[C@H]2C=[NH+]c3ccc(C(=O)O)cc32)cc1
Energy above the lowest of the compared OMol25 structures with the same formula, charge and spin, kcal per mole: 0.00
Calculated total energy, hartree: -1210.1460
Kohn-Sham gap, Eh: 0.2167
LUMO energy, eV: -4.850
HOMO level, eV: -10.7453
Net charge: +1

The molecule C5H9N3 at a distorted geometry. Source: OMol25; level of theory: wB97M-V/def2-TZVPD.

Each line ends with the natural charge from an NBO analysis.
Atoms and positions in Å:
C  -1.92166  -1.34967  -0.01853  -0.63
C  -0.64616  -0.55907  -0.09526  -0.17
C  0.64286  -1.09754  -0.05999  -0.35
C  1.55584  -0.06600  -0.13586  0.30
N  2.95680  -0.07026  -0.05171  -0.84
N  0.89716  1.09262  -0.08125  -0.55
C  -0.47943  0.83098  -0.03107  0.28
N  -1.42377  1.83909  -0.05426  -0.85
H  -2.66208  -1.15647  -0.82553  0.21
H  -2.51344  -1.00047  0.86053  0.21
H  -1.70976  -2.47989  -0.08438  0.22
H  0.84530  -2.15324  0.09376  0.21
H  3.21209  0.83262  0.31903  0.38
H  3.40517  -0.96862  0.15124  0.40
H  1.20588  2.02730  -0.13214  0.40
H  -2.34301  1.51568  0.08343  0.40
H  -1.02179  2.76293  0.06198  0.39

Cartesian forces (eV/Å) of the 2 atoms listed first:
C -0.686 -0.374 -0.267
C -0.970 1.986 0.450

Calculated values
Structure (SMILES): Cc1cc(N)[nH]c1N
Energy above the lowest of the compared OMol25 structures with the same formula, charge and spin, kcal per mole: 28.19
Calculated total energy, hartree: -360.1523
Kohn-Sham gap, Eh: 0.2487
LUMO energy, eV: 0.828
HOMO level, eV: -5.9391